Entry 1:
The following is a DFT calculation (wB97M-V/def2-TZVPD) of C11H18Cl2N2Ti as an isolated structure at a distorted geometry.

Summary:
Relative energy (zero: lowest compared OMol25 entry of this formula, charge and spin) ... 0.6205 eV
Spin multiplicity ... 2
Gap between HOMO and LUMO (spin up / spin down) ... 0.1545 / 0.1786 Eh
Total charge ... -1

Geometry (Å):
Ti 2.4447 -0.2846 0.4742
Cl 2.8697 -1.6230 -1.2585
Cl 2.9649 1.8871 0.4809
C 3.5660 -0.9459 1.8029
H 3.9913 -0.3165 2.5999
H 3.8342 -2.0136 1.8541
C -0.2972 1.4734 -0.9364
C 0.5185 0.8607 -1.7261
H 0.0738 2.1653 -0.1709
C 0.0929 -0.0942 -2.8149
H 1.5995 1.0718 -1.7110
C -1.4245 -0.0791 -3.0660
H 0.6174 0.1512 -3.7511
H 0.4236 -1.1155 -2.5622
C -2.2313 0.0991 -1.7812
H -1.6478 0.7575 -3.7392
H -1.7298 -0.9965 -3.5815
C -1.7929 1.3543 -1.0123
H -3.3010 0.1652 -2.0185
H -2.0916 -0.7779 -1.1388
H -2.2105 2.2377 -1.5239
H -2.2405 1.3559 -0.0093
C 0.6640 0.8340 3.1172
C 0.0038 -0.1542 2.2461
N 0.5102 -0.6981 1.1377
C -0.4427 -1.6070 0.6468
C -1.5241 -1.5736 1.4725
N -1.2210 -0.6601 2.4782
H 0.0877 0.9327 4.0473
H 1.6898 0.5051 3.3502
H 0.7090 1.8161 2.6188
H -0.2450 -2.2065 -0.2296
H -2.4517 -2.1195 1.4374
H -1.8095 -0.4011 3.2672

***

Entry 2:
The following is a DFT calculation (wB97M-V/def2-TZVPD) of C11H18Cl5GdO2S4 as an isolated structure at a distorted geometry.

Summary:
Relative energy (zero: lowest compared OMol25 entry of this formula, charge and spin) ... 7.0465 eV
Spin multiplicity ... 8
Gap between HOMO and LUMO (spin up / spin down) ... 0.1782 / 0.1159 Eh
Total charge ... +2

Geometry (Å):
Gd -0.6904 -0.7977 0.6948
C 1.5721 2.3457 -0.6844
C 0.9531 2.9372 0.5676
S -0.6423 2.1396 1.1665
C -1.9955 2.6674 0.0344
C -2.0125 2.0080 -1.3065
S -2.7413 0.3202 -1.2863
C -2.0040 -0.4703 -2.7195
C -1.6475 -1.8829 -2.4984
S -0.1659 -2.2471 -1.5421
C 1.1094 -1.4601 -2.6913
C 1.7293 -0.1633 -2.1948
S 0.8611 0.7061 -0.8348
H 2.6643 2.1503 -0.5696
H 1.3449 2.9494 -1.5874
H 0.6156 4.0147 0.4697
H 1.6849 2.8839 1.3840
H -1.8608 3.7734 -0.1002
H -2.9391 2.4629 0.5459
H -1.0082 2.0517 -1.7604
H -2.6387 2.5744 -1.9685
H -1.1972 0.1376 -3.1381
H -2.8139 -0.3715 -3.5130
H -1.5127 -2.3850 -3.4655
H -2.4519 -2.3252 -1.8539
H 0.6218 -1.3236 -3.6534
H 1.9566 -2.2616 -2.7585
H 1.7027 0.5583 -3.0530
H 2.7798 -0.3457 -1.8421
Cl 2.9767 -2.2367 1.1332
C 3.0958 -2.6474 2.8718
Cl 4.6556 -2.0313 3.5616
H 3.1291 -3.7385 3.0168
H 2.2522 -2.1919 3.4196
Cl -2.6654 -2.7339 0.9917
C -1.3739 -0.6114 4.4118
Cl -1.6251 -0.2743 5.9789
Cl -2.6221 0.0513 3.2187
C -0.0275 -1.2591 4.0063
O 0.6533 -1.7717 4.8390
O 0.2777 -1.2020 2.7093

***

Entry 3:
The following is a DFT calculation (wB97M-V/def2-TZVPD) of C11H18ClF9N9O8RhS as an isolated structure.

Summary:
Relative energy (zero: lowest compared OMol25 entry of this formula, charge and spin) ... 0.5406 eV
Spin multiplicity ... 5
Gap between HOMO and LUMO (spin up / spin down) ... 0.3419 / 0.2605 Eh

Geometry (Å):
Rh 0.5373 0.9285 -0.3242
C 2.3288 -0.3141 4.6348
N 1.2605 0.2138 3.7928
C -0.0926 0.1900 4.3275
C 1.4777 0.6348 2.5367
N 0.6190 1.2796 1.8145
N 2.7395 0.3182 2.0433
C 3.2322 0.6937 0.8012
N 4.4111 0.0948 0.4892
N 2.6235 1.5610 0.0618
H 2.0279 -0.2064 5.6736
H 3.2469 0.2496 4.4849
H 2.5165 -1.3714 4.4294
H -0.1760 -0.6416 5.0239
H -0.8125 0.0276 3.5296
H -0.3386 1.1155 4.8544
H -0.2473 1.5437 2.2626
H 2.9845 -0.6433 2.2764
H 4.5862 -0.7996 0.9277
H 4.6121 0.0764 -0.4992
H 3.1207 1.7954 -0.7903
O -0.6321 2.9838 0.1344
Cl -0.1647 3.7220 -1.0531
O 0.1847 2.6389 -2.0109
O -1.2002 4.5345 -1.5869
O 1.0105 4.4586 -0.7384
N -1.4685 -0.6327 -5.7339
C -0.9674 -0.0519 -4.6294
N -1.5118 1.0750 -4.1924
N 0.0682 -0.6674 -4.0762
C 0.6610 -0.2662 -3.0114
N 1.3476 -0.0005 -2.1003
H -2.3308 -0.3217 -6.1409
H -1.1148 -1.5405 -5.9771
H -2.3639 1.4263 -4.5914
H -1.1868 1.5073 -3.3319
C 0.9239 -3.7434 0.2647
S 1.8580 -2.2633 0.4631
O 2.5106 -2.3561 1.7733
O 2.7757 -2.1556 -0.6465
O 0.8283 -1.1831 0.4864
H 1.6268 -4.5731 0.2976
H 0.4122 -3.6991 -0.6940
H 0.2086 -3.8073 1.0815
F -2.6834 -1.2794 -2.5813
C -3.4312 -0.4914 -1.8015
F -4.5276 -1.1762 -1.4741
F -3.8271 0.5473 -2.5563
C -2.5776 0.0117 -0.5800
O -1.3887 0.4249 -1.0656
C -3.3472 1.1964 0.0963
F -4.6421 0.9101 0.2941
F -2.8197 1.4964 1.2941
F -3.2800 2.2891 -0.6556
C -2.4439 -1.1642 0.4359
F -3.6153 -1.5544 0.9521
F -1.8883 -2.2187 -0.1624
F -1.6605 -0.8220 1.4674

***

Entry 4:
The following is a DFT calculation (wB97M-V/def2-TZVPD) of one molecule with the formula C11H18ClI2N2O4P.

Summary:
SMILES ... CC(=O)N(C)CCCCN(C(=O)OP(O)Cl)/C(I)=C(/C)I
Gap between HOMO and LUMO ... 0.3231 Eh

Geometry (Å):
C 3.1622 -2.2443 0.0262
C 3.9673 -0.9829 0.2679
O 5.1541 -1.0175 0.4290
N 3.2757 0.2737 0.2616
C 3.3010 0.8377 -1.1039
C 1.9175 0.1910 0.8076
C 1.4146 1.5686 1.2320
C -0.1061 1.6039 1.3718
C -0.7779 1.6167 -0.0079
N -2.0302 0.8432 -0.0386
C -1.7433 -0.5552 0.1808
O -1.2083 -1.2727 -0.6086
O -2.1542 -0.9266 1.4171
P -1.8195 -2.3631 2.2071
O -0.2211 -2.5442 1.9337
Cl -2.5007 -3.7349 0.8693
C -2.8458 0.9945 -1.1823
I -1.8837 1.2586 -3.0576
C -4.1698 0.9230 -1.1471
C -5.1357 0.9471 -2.2873
I -5.1406 0.7628 0.7005
H 3.8163 -2.9787 -0.4359
H 2.8246 -2.6435 0.9850
H 2.2801 -2.0738 -0.5895
H 3.7279 0.1332 -1.8231
H 3.9060 1.7432 -1.1396
H 2.2889 1.0656 -1.4446
H 1.9521 -0.4653 1.6815
H 1.2170 -0.2653 0.0917
H 1.9000 1.8532 2.1659
H 1.7180 2.3071 0.4838
H -0.4646 0.7681 1.9747
H -0.3925 2.5128 1.9031
H -1.0247 2.6399 -0.2863
H -0.0893 1.2135 -0.7593
H 0.2707 -2.2592 2.7149
H -4.6491 1.1896 -3.2293
H -5.6224 -0.0248 -2.3868
H -5.9188 1.6808 -2.0960

***

Entry 5:
The following is a DFT calculation (wB97M-V/def2-TZVPD) of C11H18ClYZn as an isolated structure at a distorted geometry.

Summary:
Relative energy (zero: lowest compared OMol25 entry of this formula, charge and spin) ... 0.1141 eV
Gap between HOMO and LUMO ... 0.1721 Eh
Total charge ... -2

Geometry (Å):
Y -0.4446 -0.2236 0.5494
Cl -1.3544 -0.1595 2.8778
C 1.1436 -1.8713 0.6032
H 2.1885 -1.5382 0.5871
H 0.9735 -2.5206 -0.2717
H 0.9955 -2.4767 1.5123
Zn -3.1873 -0.8208 -1.7272
C -4.1638 0.9339 -1.4523
C -4.2538 -2.5313 -1.6338
C -1.1742 -0.7370 -1.8054
H -3.8599 -3.2326 -2.3853
H -4.1817 -2.9723 -0.6292
H -5.2991 -2.2762 -1.8646
H -3.7263 1.6854 -2.1227
H -5.2146 0.7613 -1.7231
H -4.0957 1.2741 -0.4133
H -0.7178 -1.6709 -2.2099
H -0.8327 0.0602 -2.5071
C 0.6491 1.8240 -0.1111
C 1.9002 1.5587 0.6040
C 3.1554 1.4819 -0.0594
C 4.2998 1.1094 0.6344
C 4.2285 0.7524 1.9922
C 2.9994 0.8064 2.6598
C 1.8531 1.2461 1.9948
H -0.0169 2.5712 0.3448
H 0.7250 1.9086 -1.1961
H 3.1900 1.7098 -1.1298
H 5.2627 1.0842 0.1198
H 5.1307 0.4419 2.5210
H 2.9291 0.4874 3.7015
H 0.8985 1.3339 2.5398

***

Entry 6:
The following is a DFT calculation (wB97M-V/def2-TZVPD) of C11H18CuNO3PS3 as an isolated structure.

Summary:
Spin multiplicity ... 2
Gap between HOMO and LUMO (spin up / spin down) ... 0.1154 / 0.2137 Eh
Total charge ... -2

Geometry (Å):
Cu 1.7967 -0.5999 -0.1873
O 1.7377 1.3164 -0.7902
N 1.6147 1.4120 -2.1390
C 1.6151 2.7151 -2.6456
C 1.4682 2.9424 -3.9911
C 1.3337 1.8806 -4.8863
C 1.3874 0.5555 -4.3342
C 1.5308 0.3269 -2.9775
S 1.5996 -1.2964 -2.2863
H 1.7396 3.4766 -1.8933
H 1.4632 3.9714 -4.3376
H 1.2136 2.0457 -5.9494
H 1.3262 -0.3167 -4.9716
C -1.0975 1.4219 0.6530
C -0.7152 1.0611 2.0753
C 0.5532 1.7765 2.5012
O -0.6764 -0.3798 2.1492
P 0.4121 -1.3582 2.8090
S 0.3969 -1.2298 4.7808
S 2.1812 -1.1378 1.9300
O -0.2273 -2.7693 2.3701
C -1.2882 -3.0908 1.4667
C -1.0566 -2.5738 0.0579
C -2.6336 -2.6828 2.0470
H -1.3534 2.4834 0.6002
H -1.9645 0.8400 0.3296
H -0.2630 1.2328 -0.0267
H -1.5255 1.3442 2.7554
H 1.3718 1.5461 1.8217
H 0.8426 1.5054 3.5185
H 0.3602 2.8518 2.4548
H -1.2505 -4.1836 1.4376
H -1.2104 -1.4985 -0.0035
H -1.7494 -3.0681 -0.6298
H -0.0369 -2.7722 -0.2739
H -2.7101 -1.5970 2.0908
H -2.7471 -3.0781 3.0576
H -3.4386 -3.0731 1.4168